Entry 1:
A structure of composition C46H35BCl7N4O8ReS, computed with ωB97M-V with the def2-TZVPD basis set.

Atoms and positions in Å:
Re 0.307 -0.031 -0.201
O 4.480 -1.677 -0.325
C 4.792 -1.519 0.979
C 6.020 -2.015 1.416
C 6.402 -1.877 2.737
C 5.562 -1.246 3.650
C 4.334 -0.770 3.223
C 3.927 -0.900 1.897
C 2.561 -0.494 1.484
O 2.347 -0.289 0.199
N 1.633 -0.413 2.377
N 0.397 -0.148 1.776
C -0.618 0.027 2.630
C -1.977 0.249 2.257
C -2.925 0.442 3.294
C -4.265 0.627 3.050
C -4.730 0.622 1.728
C -3.834 0.447 0.692
C -2.462 0.279 0.916
O -1.673 0.160 -0.160
H 3.613 -1.237 -0.465
H 6.656 -2.512 0.693
H 7.363 -2.262 3.057
H 5.862 -1.137 4.684
H 3.649 -0.294 3.913
H -0.370 -0.023 3.684
H -2.558 0.442 4.316
H -4.954 0.770 3.875
H -5.783 0.763 1.517
H -4.166 0.450 -0.341
Cl -2.436 1.286 -6.454
C -1.765 1.765 -4.934
C -1.989 3.046 -4.448
Cl -2.907 4.187 -5.366
C -1.443 3.405 -3.211
Cl -1.574 5.040 -2.666
C -0.731 2.489 -2.462
O -0.143 2.795 -1.273
C -0.472 1.183 -2.936
O 0.239 0.313 -2.284
C -0.998 0.866 -4.200
Cl -0.653 -0.716 -4.808
Cl -1.799 -3.941 -8.365
C -1.731 -4.443 -6.703
C -2.118 -3.572 -5.704
C -2.028 -3.990 -4.385
C -1.577 -5.259 -4.039
C -1.509 -5.621 -2.574
C -0.073 -5.725 -2.046
N 0.535 -4.415 -1.976
C 1.289 -3.771 -2.936
C 1.492 -2.508 -2.465
N 0.882 -2.371 -1.238
C 0.321 -3.522 -0.983
O -2.204 -6.831 -2.321
C -3.031 -6.773 -1.160
C -4.196 -5.844 -1.346
C -4.302 -4.583 -0.838
Cl -3.205 -3.775 0.205
S -5.735 -3.781 -1.334
C -6.225 -5.147 -2.247
C -5.324 -6.156 -2.166
C -1.211 -6.117 -5.080
Cl -0.639 -7.736 -4.787
C -1.279 -5.717 -6.404
H -2.473 -2.580 -5.949
H -2.311 -3.300 -3.597
H -1.986 -4.805 -2.029
H 0.522 -6.378 -2.679
H -0.101 -6.154 -1.044
H 1.596 -4.264 -3.844
H 2.013 -1.685 -2.924
H -0.237 -3.762 -0.089
H -2.455 -6.486 -0.275
H -3.386 -7.793 -1.025
H -7.152 -5.117 -2.798
H -5.437 -7.107 -2.672
H -0.980 -6.395 -7.191
C -3.917 6.057 5.429
C -4.290 5.240 4.190
C -5.024 3.969 4.645
C -5.233 6.090 3.324
C -3.059 4.831 3.378
C -1.762 4.979 3.863
C -0.634 4.602 3.124
C -0.852 4.072 1.881
O 0.057 3.674 0.931
B -0.726 3.277 -0.148
O -2.081 3.392 0.121
C -2.139 3.905 1.392
C -3.248 4.269 2.106
H -4.828 6.376 5.939
H -3.348 6.951 5.159
H -3.330 5.470 6.138
H -5.954 4.224 5.162
H -4.394 3.393 5.327
H -5.263 3.330 3.793
H -6.017 6.532 3.944
H -5.720 5.494 2.550
H -4.683 6.897 2.836
H -1.600 5.404 4.845
H 0.367 4.725 3.519
H -4.233 4.106 1.685

- electronic energy (eV) = -171916.15346
- LUMO energy (spin up / spin down) (eV) = 1.9423 / 1.9425
- multiplicity = 4
- highest occupied orbital energy (spin up / spin down) (eV) = -4.2582 / -2.8370
- frontier orbital gap (spin up / spin down) (eV) = 6.20 / 4.78
- charge = -1


Entry 2:
A structure of composition C46H35BrN6O4PYb, computed with ωB97M-V with the def2-TZVPD basis set.

Atoms and positions in Å:
Yb 1.407 0.674 1.922
O -1.874 -2.199 2.656
C -0.975 -1.309 2.476
N 0.039 -1.241 1.670
C 0.583 -2.423 1.012
C -0.471 -3.151 0.242
C -1.405 -3.977 0.818
C -2.341 -4.669 0.139
C -2.285 -4.622 -1.330
C -1.510 -3.668 -1.902
N -0.563 -3.003 -1.132
C -1.243 -0.100 3.358
C -2.305 -0.375 4.342
C -2.536 0.549 5.312
C -1.704 1.630 5.412
C -0.732 1.884 4.430
N -0.620 1.023 3.364
H 0.894 -3.194 1.770
H 1.399 -2.142 0.409
H -1.306 -4.093 1.850
H -3.228 -5.039 0.656
H -2.987 -5.276 -1.870
H -1.646 -3.211 -2.891
H -2.788 -1.362 4.225
H -3.328 0.421 6.063
H -1.716 2.287 6.280
H 0.010 2.688 4.503
Br 2.331 4.001 3.878
C 2.689 3.978 1.973
C 3.284 5.006 1.332
C 3.143 5.158 -0.071
C 2.433 4.233 -0.729
C 2.017 3.101 -0.028
N 2.060 3.006 1.301
C 1.468 2.000 -0.862
O 1.096 2.316 -2.016
O 1.229 0.867 -0.243
H 3.626 5.800 1.995
H 3.595 6.020 -0.532
H 2.220 4.380 -1.787
C -6.638 -1.334 -2.567
C -5.630 -0.890 -3.521
C -4.311 -0.747 -3.108
C -3.967 -0.812 -1.746
C -4.950 -1.332 -0.864
C -6.244 -1.575 -1.295
P -2.299 -0.316 -1.101
C -2.660 1.475 -0.942
C -3.652 1.753 0.014
C -4.155 3.027 0.287
C -3.550 4.161 -0.283
C -2.519 3.941 -1.156
C -1.980 2.657 -1.399
C -1.227 -0.358 -2.631
C -1.528 0.536 -3.690
C -0.762 0.711 -4.787
C 0.398 -0.030 -4.909
C 0.848 -0.907 -3.910
C 2.135 -1.490 -4.033
C 2.489 -2.340 -3.040
C 1.705 -2.644 -1.961
C 0.392 -2.265 -1.932
C -0.079 -1.178 -2.770
H -7.703 -1.408 -2.770
H -5.899 -0.588 -4.579
H -3.557 -0.551 -3.876
H -4.733 -1.457 0.161
H -6.900 -1.783 -0.500
H -4.248 0.968 0.436
H -4.895 3.112 1.097
H -4.043 5.131 -0.056
H -1.957 4.740 -1.619
H -1.096 2.725 -2.027
H -2.373 1.177 -3.664
H -1.165 1.422 -5.484
H 1.043 -0.037 -5.840
H 2.825 -1.233 -4.866
H 3.536 -2.770 -2.982
H 2.112 -3.362 -1.164
N 8.309 -1.379 1.207
C 7.624 -0.978 2.350
O 8.202 -0.889 3.421
C 6.192 -0.722 2.205
C 5.450 -0.795 0.982
C 4.058 -0.809 1.152
N 3.397 -0.546 2.310
C 4.175 -0.381 3.432
C 5.541 -0.468 3.419
H 9.298 -1.205 1.263
H 7.831 -1.352 0.291
H 6.026 -0.791 0.064
H 3.403 -1.147 0.338
H 3.597 -0.321 4.349
H 6.176 -0.312 4.297

- electronic energy (eV) = -176259.84513
- LUMO energy (spin up / spin down) (eV) = -1.1384 / -1.1381
- multiplicity = 2
- highest occupied orbital energy (spin up / spin down) (eV) = -4.0460 / -6.0738
- frontier orbital gap (spin up / spin down) (eV) = 2.91 / 4.94


Entry 3:
A structure of composition C46H35F2N4P2ReS2, computed with ωB97M-V with the def2-TZVPD basis set.

Atoms and positions in Å:
Re -0.538 0.006 0.979
S -0.013 -2.765 -0.811
P 0.886 -1.162 -1.566
C 0.153 0.274 -0.922
P -1.263 0.948 -1.630
S -2.550 0.875 -0.007
C -1.066 2.668 -2.126
C -2.189 3.469 -2.324
C -2.035 4.788 -2.713
C -0.761 5.311 -2.904
C 0.358 4.517 -2.707
C 0.206 3.194 -2.316
C -2.044 0.107 -3.015
C -1.972 0.636 -4.302
C -2.562 -0.043 -5.357
C -3.223 -1.242 -5.129
C -3.292 -1.771 -3.847
C -2.704 -1.100 -2.789
C 2.653 -1.109 -1.149
C 3.323 0.107 -1.063
C 4.689 0.138 -0.823
C 5.390 -1.050 -0.663
C 4.723 -2.266 -0.741
C 3.358 -2.298 -0.985
C 0.888 -1.124 -3.382
C 0.299 -2.152 -4.107
C 0.316 -2.117 -5.495
C 0.917 -1.060 -6.159
C 1.511 -0.031 -5.436
C 1.500 -0.066 -4.053
H -3.182 3.063 -2.169
H -2.906 5.412 -2.862
H -0.643 6.344 -3.203
H 1.348 4.928 -2.849
H 1.071 2.566 -2.140
H -1.456 1.569 -4.484
H -2.506 0.366 -6.357
H -3.687 -1.766 -5.954
H -3.806 -2.707 -3.671
H -2.752 -1.510 -1.788
H 2.765 1.032 -1.164
H 5.206 1.087 -0.760
H 6.456 -1.027 -0.479
H 5.270 -3.192 -0.619
H 2.831 -3.242 -1.043
H -0.175 -2.970 -3.578
H -0.145 -2.919 -6.057
H 0.929 -1.037 -7.241
H 1.989 0.792 -5.952
H 1.982 0.729 -3.496
N -0.153 -2.940 2.370
C -1.413 -2.456 2.641
C -2.368 -3.347 3.147
C -3.607 -2.872 3.489
C -3.886 -1.512 3.344
C -2.916 -0.708 2.816
N -1.701 -1.168 2.428
C 1.063 -2.283 2.291
C 2.206 -2.965 2.707
C 3.412 -2.304 2.716
C 3.464 -0.967 2.336
C 2.309 -0.375 1.902
N 1.130 -1.032 1.830
H -0.067 -3.938 2.467
H -2.110 -4.389 3.279
H -4.355 -3.548 3.881
H -4.842 -1.094 3.624
H -3.083 0.348 2.652
H 2.123 -3.990 3.041
H 4.307 -2.819 3.040
H 4.384 -0.402 2.354
H 2.284 0.655 1.576
F 0.578 5.127 1.144
C 0.250 4.081 1.918
C 0.182 2.825 1.347
C -0.162 1.711 2.124
C -0.393 1.899 3.503
C -0.324 3.191 4.005
F -0.528 3.376 5.323
C -0.013 4.304 3.251
C -0.597 0.803 4.485
C -1.675 0.842 5.364
C -1.841 -0.192 6.265
C -0.917 -1.226 6.274
C 0.138 -1.166 5.377
N 0.305 -0.179 4.497
H 0.375 2.737 0.289
H 0.046 5.286 3.698
H -2.375 1.669 5.326
H -2.676 -0.189 6.954
H -0.997 -2.050 6.970
H 0.895 -1.944 5.364

- electronic energy (eV) = -102040.93619
- LUMO energy (spin up / spin down) (eV) = -2.4365 / -3.3874
- multiplicity = 4
- highest occupied orbital energy (spin up / spin down) (eV) = -9.4777 / -10.4096
- frontier orbital gap (spin up / spin down) (eV) = 7.04 / 7.02
- charge = +1